Formula: C48H65NO15
Source: the OMol25 dataset
Level of theory: ωB97M-V/def2-TZVPD

Values from the calculation:
gap between HOMO and LUMO = 0.2153 hartree
E_HOMO = -7.746 eV
E = -83019.164 eV

```
129
Properties=species:S:1:pos:R:3:forces:R:3:lowdin_charge:R:1
C -5.304764 0.307240 2.234391 -0.362 -1.036 -0.170 -0.13
C -5.022178 -0.360479 0.793020 0.738 1.426 0.318 -0.25
C -4.692461 0.826933 -0.254375 -0.465 -0.988 -0.212 -0.22
C -3.878475 0.229690 -1.541446 -0.971 0.907 1.113 -0.19
C -4.498342 0.938818 -2.842082 0.234 -1.081 -1.071 -0.21
C -3.432894 1.325497 -3.981008 -0.692 0.902 -0.216 -0.21
C -2.100168 2.056582 -3.450599 0.388 0.101 -1.116 -0.21
C -0.835510 1.240020 -4.019282 0.054 -0.089 0.153 -0.22
C -0.463395 -0.083457 -3.187189 0.671 -0.482 -1.009 -0.20
C -0.915665 -1.464117 -3.925500 1.035 -0.161 1.011 -0.20
C -0.897227 -2.630213 -2.806254 -0.571 -0.366 -0.409 -0.20
C -0.836380 -4.106243 -3.445277 0.252 0.402 -0.683 -0.21
C 0.663385 -4.704787 -3.546221 -1.058 -0.869 -0.273 -0.18
C 1.264135 -5.154297 -2.130058 -1.277 -0.701 -0.275 -0.19
O 1.940595 -4.113289 -1.389259 0.786 -0.409 -1.409 -0.15
C 3.067574 -3.563067 -2.095985 1.692 1.120 0.580 -0.30
C 4.168348 -4.658200 -2.550084 -1.258 -0.389 -0.476 -0.11
C 4.493468 -5.731403 -1.401718 0.724 0.726 0.469 -0.25
O 4.372754 -7.115274 -1.810918 -0.209 0.624 -0.507 -0.12
C 3.863690 -2.539779 -1.109455 -0.567 -0.376 -0.448 -0.15
O 2.924176 -1.751920 -0.341576 1.786 -0.445 0.437 -0.14
C 3.627748 -1.049137 0.746579 -0.243 -0.059 -0.449 -0.33
C 3.311745 -1.765233 2.161609 -0.304 0.198 -0.120 -0.11
C 3.267599 -0.762530 3.412998 -0.539 0.245 -0.109 -0.17
C 1.807857 -0.216496 3.776698 -2.777 1.720 1.083 -0.15
C 0.466978 -0.884069 3.381750 0.204 3.405 1.998 -0.02
C -0.863718 -0.196225 3.775236 2.483 1.595 0.814 -0.07
C -0.912235 1.146440 4.572346 3.137 -1.335 -0.687 -0.08
C 0.417738 1.813503 5.021250 0.226 -3.791 -2.365 -0.08
C 1.733562 1.110300 4.602653 -2.509 -0.962 -0.589 -0.05
N 3.276372 0.406104 0.722943 4.405 0.264 0.935 0.07
C 4.302965 1.145886 0.313605 -2.089 -0.690 -0.693 -0.29
C 4.540788 1.235247 -1.282544 0.353 0.453 0.408 -0.04
C 5.288402 1.965831 1.265945 0.466 0.256 -0.778 -0.04
H -5.641845 -0.510211 2.976516 0.435 1.308 -1.035 0.07
H -6.123720 1.100911 2.133538 1.261 -1.182 0.243 0.06
H -4.352491 0.772662 2.657222 -1.257 -0.496 -0.683 0.07
H -5.903563 -0.976004 0.410515 1.165 0.791 0.585 0.11
H -4.094375 -1.029920 0.853609 -1.366 0.865 -0.047 0.08
H -5.705065 1.266509 -0.603663 1.643 -0.686 0.534 0.11
H -4.132905 1.690134 0.253804 -0.666 -1.376 -0.722 0.11
H -2.772785 0.439039 -1.359476 -1.480 -0.207 -0.518 0.08
H -3.998941 -0.916023 -1.530369 0.063 1.760 -0.335 0.11
H -5.154065 1.855272 -2.610567 1.261 -1.329 -0.010 0.10
H -5.216961 0.166845 -3.322540 0.970 1.303 0.759 0.11
H -3.180553 0.436519 -4.676365 -0.306 1.308 1.431 0.09
H -3.963935 2.088565 -4.673051 0.754 -1.297 0.993 0.11
H -2.040461 3.117895 -3.909330 -0.205 -1.664 0.723 0.11
H -2.077584 2.217250 -2.314223 0.031 -0.527 -1.641 0.11
H 0.092092 1.914544 -4.105676 -1.397 -0.920 0.278 0.10
H -1.085945 0.897795 -5.096754 0.393 0.701 1.631 0.11
H 0.691067 -0.136182 -3.156570 -1.783 0.034 0.247 0.11
H -0.831970 -0.091993 -2.108129 0.391 0.213 -1.489 0.10
H -0.102913 -1.749359 -4.693836 -1.280 0.575 0.946 0.11
H -1.909299 -1.371615 -4.477872 1.234 -0.213 0.906 0.10
H -1.876540 -2.584423 -2.191506 1.716 0.212 -0.738 0.11
H 0.024630 -2.478851 -2.137454 -1.495 -0.145 -0.771 0.11
H -1.550179 -4.834277 -2.907892 1.307 1.040 -0.648 0.11
H -1.236373 -4.018289 -4.525028 0.543 -0.228 1.566 0.11
H 0.561619 -5.670731 -4.179218 0.302 1.463 0.973 0.12
H 1.321852 -4.001138 -4.155686 -0.761 -0.862 0.992 0.10
H 0.355711 -5.464013 -1.482033 1.520 0.626 -0.891 0.14
H 1.880372 -6.126815 -2.243006 -0.576 1.705 0.186 0.12
H 2.758084 -2.904086 -2.996959 0.232 -1.275 1.286 0.15
H 5.097614 -4.121228 -2.965522 -1.406 -0.846 0.743 0.13
H 3.676075 -5.238315 -3.425613 0.970 0.865 1.199 0.11
H 5.585066 -5.583636 -1.049686 -1.662 -0.183 -0.521 0.12
H 3.821502 -5.590206 -0.475399 0.882 -0.076 -1.579 0.13
H 4.154255 -7.201891 -2.761512 0.251 0.410 0.839 0.08
H 4.573732 -3.115614 -0.401962 -1.049 0.732 -1.118 0.14
H 4.473565 -1.829678 -1.794717 -0.675 -1.198 1.031 0.13
H 4.765790 -1.166992 0.576564 -1.718 0.153 0.128 0.15
H 4.135449 -2.534847 2.383287 -1.229 1.019 -0.559 0.12
H 2.320732 -2.331472 2.006932 1.573 0.874 0.415 0.11
H 3.724363 -1.299786 4.310522 -0.792 0.689 -1.030 0.11
H 3.921775 0.168810 3.213168 -1.092 -1.583 0.203 0.09
H 0.448092 -1.864642 2.809522 -0.034 1.548 0.836 0.08
H -1.846457 -0.684975 3.444152 1.693 0.875 0.656 0.06
H -1.906951 1.661481 4.835396 1.707 -1.094 -0.542 0.08
H 0.476344 2.780668 5.629006 -0.264 -1.642 -1.060 0.08
H 2.710737 1.611866 4.938286 -1.565 -0.936 -0.680 0.09
H 4.765256 2.322238 -1.557005 -0.108 -1.439 0.352 0.07
H 3.601386 0.922086 -1.850920 1.310 0.235 1.100 0.08
H 5.436973 0.603399 -1.618827 -1.144 0.895 0.552 0.08
H 6.305136 2.014062 0.712568 -1.612 -0.030 0.779 0.08
H 5.476039 1.450994 2.272996 -0.675 0.696 -1.528 0.07
H 4.971595 3.058887 1.437167 0.246 -1.673 -0.240 0.09
O -5.802837 3.356669 1.358982 -0.073 0.607 -0.142 0.09
C -5.860879 4.311950 2.114286 0.064 -0.644 0.433 -0.29
C -5.844053 4.162638 3.573073 0.006 -0.162 -0.361 0.08
C -5.926198 5.232723 4.366696 0.070 -0.711 1.184 -0.22
O -5.909193 5.109935 5.722432 -0.070 0.717 -1.156 0.10
C -6.040604 6.609038 3.805648 -0.043 0.709 -0.399 -0.31
O -6.132116 7.561601 4.560904 0.048 -0.437 0.104 0.11
C -6.033251 6.760358 2.347069 -0.019 0.139 0.348 0.08
C -5.947625 5.690603 1.553400 -0.021 0.705 -1.186 -0.22
O -5.937055 5.815031 0.197646 0.024 -0.719 1.153 0.10
H -5.762873 3.158362 3.967281 -0.006 0.025 -0.009 0.13
H -5.982224 6.021802 6.066556 0.004 -0.145 0.004 0.12
H -6.098949 7.765733 1.952927 -0.005 -0.040 0.013 0.14
H -5.870192 4.902556 -0.146322 -0.009 0.138 -0.008 0.12
O -4.880698 -4.139988 5.753126 0.198 0.251 -0.301 0.11
C -4.872384 -4.288875 4.543479 -0.454 -0.523 0.353 -0.31
C -5.617076 -5.363175 3.878157 0.113 0.183 0.296 0.08
C -5.569047 -5.502888 2.551602 -0.839 -1.080 -0.029 -0.22
O -6.257050 -6.493653 1.919865 0.819 1.058 0.015 0.09
C -4.760856 -4.582369 1.702300 0.460 0.577 -0.371 -0.31
O -4.725762 -4.751349 0.495311 -0.231 -0.237 0.292 0.11
C -4.035624 -3.493893 2.364891 -0.073 -0.224 -0.287 0.07
C -4.086286 -3.351838 3.691037 0.786 1.098 0.040 -0.22
O -3.420043 -2.344275 4.319720 -0.858 -1.139 -0.034 0.07
H -6.197754 -6.025556 4.505998 0.025 0.015 -0.023 0.14
H -6.058285 -6.382204 0.969451 -0.049 -0.057 0.122 0.12
H -3.467261 -2.822371 1.735495 -0.006 -0.085 0.050 0.12
H -3.612987 -2.458723 5.271191 0.098 0.075 -0.101 0.12
O 7.426892 2.834878 -1.640744 0.262 0.135 -0.298 0.09
C 7.654352 4.018700 -1.828126 -0.390 -0.002 0.664 -0.31
C 7.179880 5.063860 -0.915897 0.033 -0.435 -0.130 0.08
C 7.435186 6.350378 -1.164471 -0.669 0.539 1.169 -0.22
O 7.003495 7.330821 -0.325587 0.651 -0.498 -1.144 0.10
C 8.203358 6.770795 -2.370934 0.454 0.154 -0.699 -0.31
O 8.401876 7.955572 -2.575515 -0.220 -0.212 0.360 0.12
C 8.698480 5.723924 -3.270600 -0.044 0.342 0.102 0.08
C 8.446074 4.437441 -3.020111 0.657 -0.487 -1.093 -0.22
O 8.901185 3.454132 -3.844781 -0.673 0.448 1.094 0.10
H 6.621837 4.745602 -0.045441 0.012 0.021 -0.023 0.13
H 7.312341 8.168268 -0.724155 -0.075 -0.075 0.095 0.12
H 9.269650 6.041125 -4.132908 -0.028 -0.016 0.029 0.14
H 8.587061 2.617562 -3.449536 0.068 0.086 -0.110 0.12
```
Forces are in eV/Å.